[1]
This record from the OMol25 dataset describes an isolated molecule of C13H10N4O. The level of theory is the ωB97M-V functional and the def2-TZVPD basis.

As for the energy: -21650.5418 eV. For the HOMO-LUMO gap, the calculation gives 7.79 eV. As for the HOMO energy: -8.1216 eV. Its SMILES is O=c1ccc(-c2ccc(-c3ncc[nH]3)cc2)n[nH]1. As for the energy relative to the best compared isomer or geometry (same formula, charge and spin): 0.0000 eV. The total charge is 0.

Element x y z (Å)
O  2.1840  6.0667  0.1460
C  1.7294  4.9241  0.1884
C  1.4689  4.2872  1.4913
C  1.0519  2.9837  1.4171
C  0.8830  2.3315  0.1195
C  0.3746  0.9621  0.0184
C  -0.0367  0.4142  -1.2210
C  -0.4610  -0.8923  -1.3160
C  -0.4852  -1.7256  -0.1724
C  -1.0603  -3.0797  -0.2046
N  -0.9054  -3.9162  0.8013
C  -1.5291  -5.1132  0.4261
C  -2.0296  -4.9866  -0.8502
N  -1.7522  -3.6906  -1.2310
C  -0.0987  -1.2046  1.0655
C  0.3254  0.1368  1.1381
N  1.1515  2.9033  -1.0348
N  1.5462  4.2144  -0.9924
H  1.5203  4.7975  2.4269
H  0.8902  2.4602  2.3774
H  -0.0458  1.0336  -2.1072
H  -0.7496  -1.3247  -2.2705
H  -1.5970  -6.0477  0.9969
H  -2.5435  -5.7904  -1.3523
H  -2.0526  -3.2202  -2.1006
H  -0.1041  -1.7718  1.9700
H  0.6118  0.5129  2.1167
H  1.7137  4.7353  -1.8465

Mulliken atomic charge list, values in e, 8 entries: -0.66, 0.27, -0.44, -0.47, 0.67, 1.28, -0.61, -0.91


[2]
This record from the OMol25 dataset describes a structure of composition C13H10N4O6RuSe. The level of theory is the ωB97M-V functional and the def2-TZVPD basis.

As for the energy: -99819.3209 eV. For the HOMO-LUMO gap (alpha / beta), the calculation gives 7.72 / 7.16 eV. As for the HOMO energy (alpha / beta): -5.9216 / -6.0094 eV. As for the spin multiplicity: 2. As for the energy relative to the best compared isomer or geometry (same formula, charge and spin): 0.0000 eV. The total charge is -1.

Element x y z (Å)
Ru  0.4069  -0.8497  0.4315
O  -3.6841  -0.8657  1.5968
C  -2.5936  -0.5265  1.1771
O  -1.5582  -1.2909  1.0688
C  -2.4121  0.9185  0.7153
C  -1.8366  0.9984  -0.6936
C  -2.0580  2.4082  -1.2542
C  -1.0130  3.2310  -0.4466
C  -0.3815  2.1475  0.4289
O  -0.4065  1.0071  -0.4638
C  -1.3528  1.7276  1.5205
C  -0.6435  0.9082  2.5978
O  -1.0502  0.9683  3.7380
O  0.4085  0.2461  2.2019
H  -3.4027  1.3628  0.7792
H  -2.1072  0.1784  -1.3513
H  -3.0841  2.7369  -1.1004
H  -1.8330  2.4325  -2.3198
H  -1.4529  4.0223  0.1580
H  -0.2599  3.6685  -1.1000
H  0.6292  2.3482  0.7579
H  -1.7959  2.5810  2.0291
Se  2.7629  -0.0785  0.0127
C  2.7904  1.7439  -0.1111
N  2.8610  2.8947  -0.1863
N  3.2827  -4.2288  0.0734
C  2.2791  -3.3735  -0.2248
O  1.7656  -2.7007  0.7003
C  1.8550  -3.2888  -1.5961
C  0.8282  -2.3751  -1.7554
N  0.0083  -1.5591  -1.6192
C  2.4989  -3.9782  -2.6419
N  3.0811  -4.5443  -3.4628
H  3.7916  -4.6970  -0.6556
H  3.6761  -4.1731  0.9960

Mulliken atomic charge list, values in e, 8 entries: 0.85, -0.74, -0.05, -0.65, 0.00, 0.15, -0.94, -1.20


[3]
This record from the OMol25 dataset describes a structure of composition C13H10N4OPdS. The level of theory is the ωB97M-V functional and the def2-TZVPD basis.

As for the energy: -35965.4871 eV. For the HOMO-LUMO gap (alpha / beta), the calculation gives 8.70 / 7.08 eV. As for the HOMO energy (alpha / beta): -8.4079 / -8.7306 eV. As for the spin multiplicity: 3. The total charge is 0.

Element x y z (Å)
Pd  0.3724  0.0098  1.0267
O  2.9211  1.2293  -2.0050
C  2.1224  1.1157  -1.0806
N  1.8073  -0.0106  -0.4340
C  2.3693  -1.2537  -0.8771
C  1.4652  -2.4092  -0.5286
C  1.8437  -3.7102  -0.8435
C  0.9916  -4.7546  -0.5408
C  -0.2255  -4.4714  0.0646
C  -0.5285  -3.1567  0.3542
N  0.3006  -2.1480  0.0723
C  1.3580  2.3229  -0.5868
C  1.7655  3.5982  -0.9382
C  1.0449  4.6835  -0.4678
C  -0.0733  4.4582  0.3209
C  -0.4238  3.1518  0.6156
N  0.2759  2.1130  0.1712
H  3.3552  -1.4299  -0.4305
H  2.5223  -1.2302  -1.9614
H  2.7975  -3.8841  -1.3248
H  1.2717  -5.7747  -0.7684
H  -0.9267  -5.2551  0.3158
H  -1.4621  -2.8866  0.8302
H  2.6362  3.7067  -1.5692
H  1.3504  5.6925  -0.7112
H  -0.6667  5.2755  0.7056
H  -1.2963  2.9266  1.2168
S  -1.8737  -0.4133  2.6036
C  -0.4410  0.2611  2.9886
N  0.6194  0.7623  3.1534

Mulliken atomic charge list, values in e, 8 entries: 0.30, -0.71, -0.26, -0.13, -0.51, 0.48, -0.65, -0.28


[4]
This record from the OMol25 dataset describes a structure of composition C13H11BEuF4N2O5. The level of theory is the ωB97M-V functional and the def2-TZVPD basis.

As for the energy: -57764.7143 eV. For the HOMO-LUMO gap (alpha / beta), the calculation gives 8.17 / 8.18 eV. As for the HOMO energy (alpha / beta): -5.8503 / -5.8217 eV. As for the spin multiplicity: 7. The total charge is -1.

Element x y z (Å)
Eu  -1.1932  -0.6442  -0.0935
O  5.2301  -0.7567  -0.0438
C  3.8749  -0.7747  -0.0321
C  3.1508  -0.7717  1.1602
C  1.7675  -0.7733  1.0914
N  1.1279  -0.7770  -0.0749
C  1.8085  -0.7834  -1.2218
C  3.1921  -0.7827  -1.2476
C  0.9122  -0.7515  -2.4917
O  1.4558  -0.6887  -3.5825
O  -0.3313  -0.7676  -2.2360
C  0.8380  -0.7329  2.3370
O  1.3648  -0.6891  3.4374
O  -0.3980  -0.7276  2.0548
H  5.5446  -0.7504  0.8689
H  3.6284  -0.7644  2.1303
H  3.7349  -0.7845  -2.1775
N  -3.9064  -0.9800  -0.0298
H  -4.4620  -0.3104  -0.5615
H  -4.2163  -0.9622  0.9408
H  -4.0828  -1.9165  -0.3944
C  -0.8267  4.5924  0.1080
C  -1.5331  3.9781  1.1248
C  -1.8771  2.6365  1.0350
C  -1.5524  1.8116  -0.0682
C  -0.8249  2.4970  -1.0756
C  -0.4783  3.8397  -0.9996
H  -0.5545  5.6388  0.1743
H  -1.8065  4.5433  2.0067
H  -2.4388  2.2094  1.8629
H  -0.5368  1.9598  -1.9798
H  0.0784  4.2954  -1.8079
F  -0.4773  -4.4300  1.0201
B  -1.3112  -4.3074  -0.0412
F  -1.7153  -2.8261  -0.0749
F  -0.7102  -4.5531  -1.2294
F  -2.4756  -4.9973  0.1096

Mulliken atomic charge list, values in e, 8 entries: 1.59, -0.53, 1.24, -0.54, -0.23, 0.01, 0.06, -0.75


[5]
This record from the OMol25 dataset describes a structure of composition C13H11Cl2N5O3RuS3. The level of theory is the ωB97M-V functional and the def2-TZVPD basis.

As for the energy: -87387.1833 eV. For the HOMO-LUMO gap, the calculation gives 7.19 eV. As for the HOMO energy: -6.6945 eV. As for the energy relative to the best compared isomer or geometry (same formula, charge and spin): 0.0000 eV. The total charge is 0.

Element x y z (Å)
Ru  -0.2325  0.1553  -0.3997
O  -0.5083  -0.0458  1.6591
N  0.6407  -0.1538  2.3598
C  0.5361  0.0515  3.6925
C  1.6117  -0.0926  4.5162
C  2.8410  -0.4627  3.9474
C  2.9282  -0.6509  2.5969
C  1.8083  -0.4801  1.7536
S  1.8819  -0.6522  0.0536
H  -0.4565  0.3328  4.0099
H  1.4998  0.0839  5.5751
H  3.7156  -0.5894  4.5710
H  3.8597  -0.9242  2.1222
N  0.7677  2.3948  -2.7913
C  0.4267  1.1699  -3.2431
N  -0.0131  0.2201  -2.4613
C  -0.3248  -0.9298  -3.1709
C  -0.1206  -0.8549  -4.5011
S  0.4805  0.7137  -4.9128
C  -0.8138  -2.0245  -2.3383
C  -1.2072  -3.2733  -2.6597
S  -1.7058  -4.1157  -1.2338
C  -1.3358  -2.7167  -0.2786
N  -0.8779  -1.7185  -0.9884
N  -1.5530  -2.6250  1.0459
H  0.8030  2.5031  -1.7816
H  1.3414  2.9918  -3.3575
H  -0.2758  -1.6073  -5.2542
H  -1.2339  -3.7475  -3.6251
H  -1.6551  -3.4550  1.5990
H  -1.2509  -1.7517  1.4854
Cl  -3.1296  4.2866  -0.6148
C  -1.8220  3.7416  0.4379
Cl  -2.3717  3.5657  2.1194
C  -1.2452  2.4086  -0.0170
O  0.0153  2.2699  0.0713
O  -1.9792  1.4857  -0.4197
H  -1.0450  4.4965  0.4328

Mulliken atomic charge list, values in e, 8 entries: 0.64, -0.98, 0.64, -0.25, -0.76, -0.15, -0.82, 0.65


[6]
This record from the OMol25 dataset describes an isolated molecule of C13H11ClN2O3. The level of theory is the ωB97M-V functional and the def2-TZVPD basis.

As for the energy: -35303.5072 eV. For the HOMO-LUMO gap, the calculation gives 9.26 eV. As for the HOMO energy: -8.7681 eV. Its SMILES is Cc1occc1C(=O)O/N=C(\N)c1ccc(Cl)cc1. As for the energy relative to the best compared isomer or geometry (same formula, charge and spin): 1.2738 eV. The total charge is 0.

Element x y z (Å)
C  3.2094  1.6920  -0.3023
C  3.8119  0.3499  -0.0958
O  5.1500  0.2549  -0.0836
C  5.4724  -1.0415  0.1121
C  4.3551  -1.7978  0.2261
C  3.2565  -0.8958  0.0924
C  1.8486  -1.3043  0.1483
O  1.4678  -2.4369  0.2557
O  1.0409  -0.2191  0.0585
N  -0.3389  -0.5430  0.0958
C  -1.1305  0.4583  0.0349
N  -0.7471  1.7664  0.0090
C  -2.5682  0.1435  0.0446
C  -3.5127  1.0742  0.4701
C  -4.8599  0.7635  0.4581
C  -5.2682  -0.4856  0.0177
Cl  -6.9513  -0.8691  -0.0111
C  -4.3397  -1.4311  -0.3942
C  -2.9965  -1.1144  -0.3778
H  4.0012  2.4183  -0.4667
H  2.5475  1.6777  -1.1667
H  2.6307  1.9841  0.5730
H  6.5155  -1.2833  0.1482
H  4.2790  -2.8525  0.3851
H  -1.3891  2.4621  -0.3267
H  0.2343  1.9429  -0.1291
H  -3.2030  2.0396  0.8417
H  -5.5908  1.4835  0.7913
H  -4.6705  -2.4031  -0.7242
H  -2.2545  -1.8332  -0.6845

Mulliken atomic charge list, values in e, 8 entries: -1.08, 0.48, -0.41, -0.35, -1.06, 0.66, 0.56, -0.58


[7]
This record from the OMol25 dataset describes a structure of composition C13H11ClS. The level of theory is the ωB97M-V functional and the def2-TZVPD basis.

As for the energy: -37010.9442 eV. For the HOMO-LUMO gap (alpha / beta), the calculation gives 6.77 / 6.99 eV. As for the HOMO energy (alpha / beta): -6.0559 / -8.4567 eV. As for the spin multiplicity: 3. The total charge is 0.

Element x y z (Å)
C  -0.3563  0.9310  1.9983
C  -0.1349  2.0963  1.2555
C  1.8624  -1.4037  0.7479
C  -0.9658  -0.2380  1.4665
C  -0.3618  2.1696  -0.1040
C  1.4303  -1.6816  -0.5355
C  2.4169  -0.1662  0.9284
C  -1.2990  -0.1175  0.1625
C  -1.0032  1.0373  -0.5820
C  1.4984  -0.5780  -1.3726
C  -1.9867  -0.6994  -1.0504
C  -1.2784  0.4108  -1.8567
C  1.0039  -0.4082  -2.6556
S  2.1998  0.8115  -0.5144
Cl  0.4356  -1.7479  -3.5944
H  0.0067  0.7750  3.0971
H  0.3341  3.0352  1.6835
H  1.9680  -1.9427  1.6395
H  -0.9974  -1.1159  2.2084
H  -0.0092  3.0658  -0.7017
H  1.1044  -2.5363  -0.9868
H  2.8368  0.3863  1.6577
H  -1.8372  -1.7671  -1.3850
H  -3.0539  -0.5519  -0.9679
H  -1.4983  0.6901  -2.8969
H  1.3002  0.3978  -3.2242

Mulliken atomic charge list, values in e, 8 entries: -0.26, -0.33, -0.71, -0.58, -1.05, -0.88, -0.33, 0.45


[8]
This record from the OMol25 dataset describes a structure of composition C13H11F3IrNO3S3. The level of theory is the ωB97M-V functional and the def2-TZVPD basis.

As for the energy: -64788.4364 eV. For the HOMO-LUMO gap (alpha / beta), the calculation gives 5.68 / 5.68 eV. As for the HOMO energy (alpha / beta): -7.4400 / -7.4399 eV. The total charge is 0.

Element x y z (Å)
Ir  -0.4090  -0.4591  0.2033
S  -0.2781  1.0623  -1.7167
C  -1.9093  1.6404  -1.8631
C  -2.3128  2.1998  -3.0798
C  -3.5784  2.7267  -3.2305
C  -4.4630  2.7487  -2.1525
C  -4.0852  2.2074  -0.9429
C  -2.8265  1.6161  -0.7924
S  -2.4419  0.8727  0.7204
H  -1.6118  2.2090  -3.8997
H  -3.8794  3.1376  -4.1818
H  -5.4416  3.1902  -2.2661
H  -4.7555  2.2307  -0.0976
C  -1.8516  -3.3451  1.3850
S  -0.6994  -3.1596  0.0003
O  -0.4572  -4.4486  -0.5623
O  0.4947  -2.4913  0.5779
O  -1.3726  -2.1878  -0.9008
H  -1.3371  -3.8499  2.1922
H  -2.7028  -3.9224  1.0461
H  -2.1601  -2.3466  1.6783
F  2.1747  -2.8272  5.9801
C  0.9502  -2.3288  5.7879
F  0.1242  -3.3846  5.6402
F  0.5897  -1.7345  6.9366
C  0.8451  -1.4200  4.5912
C  1.8498  -1.3349  3.6361
C  1.6116  -0.5951  2.4903
N  0.4497  0.0169  2.2382
C  -0.4872  -0.0219  3.1954
C  -0.3395  -0.7196  4.3759
H  2.7944  -1.8347  3.7833
H  2.3755  -0.5081  1.7333
H  -1.3920  0.5373  3.0042
H  -1.1314  -0.7300  5.1077

Mulliken atomic charge list, values in e, 8 entries: 1.32, -0.23, 0.31, -0.63, -0.57, -0.57, -0.69, 0.82


| no. | maximum force (Eh/bohr) |
| --- | --- |
| 1 | 0.0716 |
| 2 | 0.0636 |
| 3 | 0.0286 |
| 4 | 0.0257 |
| 5 | 0.0044 |
| 6 | 0.0280 |
| 7 | 0.0949 |
| 8 | 0.0511 |